This record from the Open Molecules 2025 dataset describes a 2-piece molecular cluster, C10H14OS2 overall. The level of theory is wB97M-V/def2-TZVPD.

The calculation puts the max |F| at 4.3 eV Å⁻¹. The calculation puts the LUMO energy at -0.20 eV. Its SMILES is CC(=S)Cc1ccccc1.CSO. As for the energy above the lowest of the compared OMol25 structures with the same formula, charge and spin: 234.05 kJ/mol.

Structure (XYZ):
```
27
C10H14OS2 | the Open Molecules 2025 dataset | wB97M-V/def2-TZVPD
C -0.48 -1.89 -0.25
C 0.52 -0.83 0.19
S 1.30 -1.00 1.65
C 0.50 0.50 -0.49
C -0.65 1.34 0.10
C -1.20 2.23 -0.86
C -2.31 2.97 -0.54
C -2.75 2.93 0.84
C -2.11 2.14 1.81
C -1.08 1.32 1.41
H -1.41 -1.46 -0.54
H -0.14 -2.45 -1.07
H -0.73 -2.70 0.47
H 1.46 1.08 -0.32
H 0.46 0.37 -1.59
H -0.73 2.37 -1.83
H -2.83 3.64 -1.13
H -3.63 3.51 1.12
H -2.74 2.00 2.72
H -0.58 0.65 2.06
C 2.51 -3.16 -0.83
S 2.77 -1.39 -1.19
O 3.63 -1.07 0.08
H 1.77 -3.08 -0.09
H 3.43 -3.73 -0.77
H 1.96 -3.47 -1.80
H 3.05 -0.83 0.85
```



This record from the Open Molecules 2025 dataset describes one molecule with the formula C10H14S. The level of theory is wB97M-V/def2-TZVPD.

The calculation puts the max |F| at 2.5 eV Å⁻¹. The calculation puts the LUMO energy (alpha / beta) at 0.80 / 0.19 eV. As for the energy above the lowest of the compared OMol25 structures with the same formula, charge and spin: 291.53 kJ/mol.

Structure (XYZ):
```
25
C10H14S | the Open Molecules 2025 dataset | wB97M-V/def2-TZVPD
C -2.37 1.70 0.03
C -3.43 0.94 -0.17
C -1.19 0.90 0.32
C -1.45 -0.42 0.30
C 0.24 1.35 0.61
C -0.42 -1.42 0.56
C 1.36 0.57 -0.04
C -0.33 -2.72 -0.16
C 1.42 0.37 -1.50
C 2.62 0.33 0.75
S -3.11 -0.76 -0.07
H -2.50 2.75 -0.03
H -4.41 1.26 -0.29
H 0.33 2.49 0.38
H 0.44 1.21 1.78
H 0.24 -1.10 1.30
H 0.47 -3.38 0.33
H -0.02 -2.50 -1.21
H -1.24 -3.36 -0.03
H 0.52 -0.22 -1.85
H 2.23 -0.16 -1.89
H 1.54 1.31 -1.97
H 2.99 -0.65 0.62
H 2.51 0.54 1.84
H 3.55 0.96 0.40
```



This record from the Open Molecules 2025 dataset describes C10H15AlN5O3S2 as an isolated structure. The level of theory is wB97M-V/def2-TZVPD.

The calculation puts the max |F| at 1.5 eV Å⁻¹. The calculation puts the LUMO energy at -2.88 eV. Its total charge is +1. As for the energy above the lowest of the compared OMol25 structures with the same formula, charge and spin: 41.89 kJ/mol.

Structure (XYZ):
```
36
C10H15AlN5O3S2 | the Open Molecules 2025 dataset | wB97M-V/def2-TZVPD
Al -0.17 0.37 0.67
S -1.63 0.27 2.35
C -0.12 -0.22 3.15
S 1.36 -0.25 2.21
C -0.13 -0.58 4.46
C 1.04 -1.05 5.10
N 1.99 -1.44 5.62
C -1.30 -0.53 5.24
N -2.25 -0.48 5.88
C 2.56 2.44 -1.49
O 1.73 3.44 -0.88
C 0.67 3.03 -0.23
O 0.32 1.83 -0.20
N -0.02 3.97 0.40
N -1.11 3.59 1.17
H 3.41 2.97 -1.90
H 2.01 1.92 -2.28
H 2.89 1.72 -0.74
H 0.31 4.94 0.35
H -1.97 4.04 0.87
H -0.95 3.78 2.16
C -0.85 -3.22 -3.18
N -1.05 -2.25 -2.12
C -2.40 -1.93 -1.68
C -0.04 -1.65 -1.54
C 1.37 -1.96 -1.87
O -0.26 -0.74 -0.66
H -1.81 -3.46 -3.63
H -0.42 -4.15 -2.79
H -0.21 -2.82 -3.96
H -3.11 -2.57 -2.18
H -2.63 -0.88 -1.90
H -2.48 -2.07 -0.60
H 1.49 -2.87 -2.44
H 1.94 -2.04 -0.93
H 1.81 -1.13 -2.43
```